Record 1
Below is 2 unconnected molecules or ions with the total composition C4H9IN2 at a distorted geometry, with properties calculated with ωB97M-V/def2-TZVPD.

```
16
Properties=species:S:1:pos:R:3:forces:R:3:nbo_charge:R:1
C 1.390 -1.006 1.587 0.96 2.46 -1.20 -0.38
C 0.357 -1.683 1.993 -0.15 0.54 2.09 -0.33
C 0.211 0.535 -1.179 -0.78 0.24 0.21 0.05
C 0.557 1.981 -1.483 0.99 -1.30 0.92 -0.74
N -1.706 -0.772 -0.945 -3.67 -3.92 2.70 -0.66
N -1.081 0.361 -1.160 3.36 2.51 -0.54 -0.39
I -0.700 -0.924 3.723 0.06 -0.36 -1.02 0.06
H 1.477 0.101 1.773 0.10 -1.37 0.14 0.21
H 2.137 -1.388 0.883 -0.49 -0.10 0.16 0.22
H 0.265 -2.716 1.835 -0.53 -1.19 -0.18 0.20
H 0.896 2.391 -0.486 -0.19 -0.08 -1.20 0.23
H -0.183 2.604 -1.984 -0.25 0.14 0.08 0.19
H 1.423 1.792 -2.119 0.20 1.00 -0.03 0.24
H -1.210 -1.665 -1.147 -0.04 1.56 0.37 0.39
H -2.151 -0.754 0.046 1.20 -0.53 -2.25 0.36
H -1.682 1.143 -1.339 -0.76 0.40 -0.25 0.35
```
Forces are in eV/Å.

For the molar mass, the calculation gives 212.03 g/mol. The calculation puts the energy relative to the best compared isomer or geometry (same formula, charge and spin) at 2.2922 eV. Its HOMO energy is -8.24 eV. The gap between HOMO and LUMO comes out at 0.3187 hartree. The net charge is 0. The value obtained for the LUMO energy is 0.44 eV.

=====

Record 2
Below is a molecular structure, C4H9IrN2O2S6, with properties calculated with ωB97M-V/def2-TZVPD.

```
24
Properties=species:S:1:pos:R:3:forces:R:3:nbo_charge:R:1
Ir 1.317 1.443 -0.464 -0.12 -0.54 -0.26 0.59
S 1.118 0.800 1.689 0.08 0.12 0.08 -0.16
S 3.006 1.083 2.490 -0.06 0.16 0.01 -0.02
S 4.100 0.116 1.067 -0.18 -0.13 -0.28 -0.07
S 3.583 1.277 -0.597 0.38 0.12 0.34 -0.21
C -2.148 1.661 -0.289 0.01 0.01 0.00 -0.25
O -0.812 2.150 -0.482 -0.02 0.07 0.01 -0.59
C -0.570 3.519 -0.416 0.09 -0.01 0.06 -0.05
S -1.735 4.634 -0.392 -0.03 0.02 -0.02 -0.03
S 1.154 3.685 -0.344 -0.07 0.10 0.09 0.06
H -2.047 0.586 -0.170 0.00 -0.01 0.00 0.19
H -2.763 1.913 -1.150 0.00 -0.01 0.00 0.21
H -2.574 2.104 0.608 0.00 0.00 0.00 0.22
C -1.465 -2.750 -0.079 0.00 -0.04 -0.02 -0.43
N -0.592 -1.802 -0.740 0.01 0.11 0.08 -0.61
C 0.713 -1.618 -0.454 0.12 -0.09 0.20 0.82
N 1.316 -2.476 0.380 0.02 -0.10 -0.11 -0.80
O 1.373 -0.693 -0.975 -0.22 0.16 -0.20 -0.72
H -2.438 -2.724 -0.562 0.00 0.02 0.01 0.23
H -1.595 -2.516 0.980 0.02 0.00 0.00 0.21
H -1.085 -3.768 -0.178 0.00 0.00 -0.01 0.20
H -0.978 -1.112 -1.360 0.01 -0.05 -0.05 0.41
H 0.854 -3.256 0.807 -0.02 0.03 0.03 0.40
H 2.268 -2.258 0.630 0.01 0.08 0.05 0.44
```
Forces are in eV/Å.

For the molar mass, the calculation gives 501.75 g/mol. The calculation puts the energy relative to the best compared isomer or geometry (same formula, charge and spin) at 0.0000 eV. Its HOMO energy is -7.52 eV. The gap between HOMO and LUMO comes out at 0.2372 hartree. The net charge is 0. The value obtained for the LUMO energy is -1.07 eV.

=====

Record 3
Below is a molecular structure, C4H9KMgO4 at a distorted geometry, with properties calculated with ωB97M-V/def2-TZVPD.

```
19
Properties=species:S:1:pos:R:3:forces:R:3:nbo_charge:R:1
O 1.580 1.542 -1.228 -1.16 -1.45 -3.23 -1.54
Mg 2.845 0.204 -0.753 -1.93 -0.99 -0.41 1.76
O 3.067 -1.178 0.556 0.81 0.91 -0.79 -1.07
C 1.916 -1.494 1.195 -0.66 -0.17 0.05 0.25
O 0.785 -0.720 0.776 0.73 0.19 0.40 -0.69
C 0.376 -0.833 -0.631 -0.92 -0.45 0.00 -0.36
C -1.070 -0.395 -0.502 0.30 -0.44 -0.16 -0.13
O -1.138 0.990 -0.165 -0.23 0.75 -0.45 -0.61
C -2.436 1.492 0.044 0.04 -0.24 0.07 -0.25
K 0.894 1.854 0.909 -0.48 0.77 1.57 0.94
H 2.000 -1.251 2.274 -0.17 -0.39 -0.19 0.12
H 1.628 -2.555 1.025 0.28 0.21 0.24 0.11
H 0.341 -1.910 -0.884 0.02 0.16 0.04 0.16
H 0.618 0.799 -1.829 4.04 1.65 3.01 0.45
H -1.540 -0.893 0.370 -0.22 -0.30 -0.52 0.15
H -1.567 -0.565 -1.473 -0.25 -0.10 0.41 0.17
H -2.352 2.573 0.207 -0.05 -0.21 -0.05 0.18
H -3.078 1.316 -0.835 0.05 0.00 0.29 0.18
H -2.868 1.025 0.945 -0.19 0.10 -0.29 0.17
```
Forces are in eV/Å.

For the molar mass, the calculation gives 184.52 g/mol. The calculation puts the energy relative to the best compared isomer or geometry (same formula, charge and spin) at 2.1841 eV. Its HOMO energy is -6.14 eV. The gap between HOMO and LUMO comes out at 0.2075 hartree. The net charge is 0. The value obtained for the LUMO energy is -0.49 eV.

=====

Record 4
Below is a gas-phase ion, C4H9N (charge -1) at a distorted geometry, with properties calculated with ωB97M-V/def2-TZVPD.

```
14
Properties=species:S:1:pos:R:3:forces:R:3:lowdin_spin:R:1
C 1.183 -0.950 1.362 -0.59 -1.71 0.93 0.02
C 1.040 0.304 0.598 0.72 0.81 -1.77 0.02
C 0.136 0.206 -0.657 1.14 0.12 -1.19 0.04
C -1.171 0.516 -0.612 0.27 0.89 1.89 0.32
N -2.047 0.306 -1.611 -2.16 0.76 0.21 0.18
H 1.692 -1.756 0.851 -0.23 -0.32 -0.77 0.00
H 1.839 -0.850 2.216 0.03 0.47 0.74 0.00
H 0.188 -1.303 1.696 0.53 -0.03 -0.05 0.01
H 2.081 0.568 0.302 -0.57 0.29 -0.05 0.00
H 0.730 1.059 1.331 -0.32 0.20 -0.56 0.01
H 0.540 -0.047 -1.762 -0.48 0.25 2.94 0.02
H -1.568 1.003 0.360 0.37 -1.13 -1.70 0.09
H -2.995 0.799 -1.560 1.48 -0.63 -0.19 0.21
H -1.647 0.146 -2.515 -0.20 0.01 -0.43 0.08
```
Forces are in eV/Å.

For the molar mass, the calculation gives 71.12 g/mol. As for the expectation value of S²: 0.750. The calculation puts the energy relative to the best compared isomer or geometry (same formula, charge and spin) at 0.8407 eV. Its HOMO energy (spin up / spin down) is 1.46 / -3.63 eV. The gap between HOMO and LUMO (spin up / spin down) comes out at 0.0962 / 0.2796 hartree. Its spin multiplicity is 2. The net charge is -1. The value obtained for the LUMO energy (spin up / spin down) is 4.08 / 3.98 eV.

=====

Record 5
Below is a molecular structure, C4H9N at a distorted geometry, with properties calculated with ωB97M-V/def2-TZVPD.

```
14
Properties=species:S:1:pos:R:3:forces:R:3:nbo_charge:R:1
C -1.808 0.255 -0.512 0.62 1.34 0.33 -0.77
C -0.335 0.493 0.675 -1.63 0.21 -1.57 0.03
C -0.060 -0.969 0.933 -0.25 0.29 -0.05 -0.28
N 0.912 -0.033 0.457 -0.38 0.27 -0.06 -0.44
C 2.013 0.095 -0.469 -0.13 -0.08 -0.20 -0.40
H -2.714 0.219 0.120 0.59 0.30 0.10 0.21
H -1.760 1.191 -1.034 -0.48 0.65 -0.32 0.20
H -2.043 -0.505 -1.320 1.27 0.31 0.97 0.22
H -0.476 1.441 1.201 -0.23 -0.53 0.25 0.20
H -0.896 -1.138 0.168 1.77 -2.66 1.23 0.23
H 0.221 -1.452 1.881 -0.75 0.10 -0.45 0.20
H 2.888 0.508 0.060 -0.31 -0.13 -0.18 0.20
H 2.297 -0.880 -0.871 -0.09 0.08 -0.05 0.20
H 1.761 0.774 -1.289 0.00 -0.14 -0.01 0.20
```
Forces are in eV/Å.

For the molar mass, the calculation gives 71.12 g/mol. The calculation puts the energy relative to the best compared isomer or geometry (same formula, charge and spin) at 4.6661 eV. Its HOMO energy is -8.39 eV. The gap between HOMO and LUMO comes out at 0.3505 hartree. The net charge is 0. The value obtained for the LUMO energy is 1.14 eV.

=====

Record 6
Below is C4H9N in the gas phase at a distorted geometry, with properties calculated with ωB97M-V/def2-TZVPD.

```
14
Properties=species:S:1:pos:R:3:forces:R:3:nbo_charge:R:1
C 1.750 0.200 0.708 2.59 -4.61 0.89 -0.65
C 0.355 -0.285 0.520 -4.63 -0.33 1.88 -0.26
C -0.757 0.903 0.331 3.18 1.06 -1.80 -0.23
N -1.403 0.163 -0.820 1.04 -2.74 1.60 -0.64
C -0.325 -0.983 -0.686 0.32 -0.04 -3.10 -0.24
H 2.348 0.792 0.081 -0.66 2.15 -1.34 0.23
H 1.949 0.470 1.777 -0.04 -0.36 -1.00 0.23
H 2.473 -0.731 0.356 -1.57 1.32 1.78 0.21
H -0.106 -0.893 1.399 1.79 0.82 -0.95 0.21
H -1.542 1.269 1.124 2.04 -0.60 -1.46 0.22
H 0.211 1.646 -0.023 -3.80 -0.44 0.79 0.17
H -1.285 0.426 -1.785 -0.13 1.19 0.28 0.36
H 0.161 -0.990 -1.714 0.47 0.48 1.31 0.17
H -0.529 -2.136 -0.709 -0.60 2.11 1.12 0.20
```
Forces are in eV/Å.

For the molar mass, the calculation gives 71.12 g/mol. The calculation puts the energy relative to the best compared isomer or geometry (same formula, charge and spin) at 3.8358 eV. Its HOMO energy is -8.79 eV. The gap between HOMO and LUMO comes out at 0.3608 hartree. The net charge is 0. The value obtained for the LUMO energy is 1.03 eV. As for the SMILES: CC1CNC1.

=====

Record 7
Below is 2 unconnected molecules or ions with the total composition C4H9N at a distorted geometry, with properties calculated with ωB97M-V/def2-TZVPD.

```
14
Properties=species:S:1:pos:R:3:forces:R:3:nbo_charge:R:1
C -2.609 -2.127 0.268 0.19 0.28 0.29 -0.55
C -2.085 -0.909 0.398 0.02 0.78 -0.45 0.03
N -2.672 0.302 0.060 0.30 0.94 0.73 -0.82
H -3.681 -2.240 0.177 0.06 -0.19 -0.64 0.20
H -1.947 -2.978 0.308 -0.25 -0.16 0.53 0.21
H -1.117 -0.685 0.842 0.27 -0.67 -0.37 0.18
H -2.053 1.096 0.039 0.13 -0.17 0.36 0.37
H -3.335 0.446 -0.663 -0.72 -0.81 -0.45 0.38
C 3.782 1.321 0.158 -0.75 -0.55 0.15 -0.39
C 2.735 1.045 -0.610 0.32 0.48 -0.55 -0.38
H 3.665 1.257 1.233 0.20 0.37 0.05 0.19
H 4.757 1.524 -0.256 0.11 -0.11 0.01 0.20
H 1.715 0.945 -0.264 0.12 -0.31 0.34 0.19
H 2.846 1.006 -1.689 -0.01 0.10 -0.01 0.19
```
Forces are in eV/Å.

For the molar mass, the calculation gives 71.12 g/mol. The calculation puts the energy relative to the best compared isomer or geometry (same formula, charge and spin) at 1.7812 eV. Its HOMO energy is -8.13 eV. The gap between HOMO and LUMO comes out at 0.3310 hartree. The net charge is 0. The value obtained for the LUMO energy is 0.87 eV. As for the SMILES: C=CN.C=C.

=====

Record 8
Below is 2 unconnected molecules or ions with the total composition C4H9N at a distorted geometry, with properties calculated with ωB97M-V/def2-TZVPD.

```
14
Properties=species:S:1:pos:R:3:forces:R:3:nbo_charge:R:1
C 1.672 1.523 0.766 -0.87 -0.05 -0.37 -0.40
C 1.215 0.604 -0.078 0.84 -0.03 -0.06 -0.18
C 0.773 0.910 -1.482 0.80 -0.06 -0.26 -0.67
H 1.835 1.276 1.804 0.51 0.08 0.02 0.20
H 1.711 2.556 0.429 -0.01 0.03 0.36 0.19
H 1.332 -0.440 0.194 -0.56 -0.05 0.18 0.20
H 0.701 0.014 -2.096 -0.38 -0.09 0.11 0.21
H 1.543 1.499 -1.988 -0.09 0.22 0.09 0.22
H -0.147 1.484 -1.506 -0.23 -0.07 -0.06 0.22
C -1.809 -1.065 0.124 0.89 0.57 0.60 -0.05
N -1.822 -1.989 0.992 -1.01 -0.16 -0.83 -0.58
H -1.715 -0.043 0.491 0.07 0.06 0.00 0.16
H -1.721 -1.147 -0.964 -0.54 -0.43 0.01 0.15
H -2.027 -2.877 0.517 0.59 -0.03 0.22 0.33
```
Forces are in eV/Å.

For the molar mass, the calculation gives 71.12 g/mol. The calculation puts the energy relative to the best compared isomer or geometry (same formula, charge and spin) at 1.6870 eV. Its HOMO energy is -9.62 eV. The gap between HOMO and LUMO comes out at 0.3926 hartree. The net charge is 0. The value obtained for the LUMO energy is 1.06 eV. As for the SMILES: C=CC.C=N.

=====

What is the net charge in the second record? 0

=====

Look up the energy relative to the best compared isomer or geometry (same formula, charge and spin) of the first one. 2.2922 eV

=====

Copy entry 6 word for word.
Below is C4H9N in the gas phase at a distorted geometry, with properties calculated with ωB97M-V/def2-TZVPD.

```
14
Properties=species:S:1:pos:R:3:forces:R:3:nbo_charge:R:1
C 1.750 0.200 0.708 2.59 -4.61 0.89 -0.65
C 0.355 -0.285 0.520 -4.63 -0.33 1.88 -0.26
C -0.757 0.903 0.331 3.18 1.06 -1.80 -0.23
N -1.403 0.163 -0.820 1.04 -2.74 1.60 -0.64
C -0.325 -0.983 -0.686 0.32 -0.04 -3.10 -0.24
H 2.348 0.792 0.081 -0.66 2.15 -1.34 0.23
H 1.949 0.470 1.777 -0.04 -0.36 -1.00 0.23
H 2.473 -0.731 0.356 -1.57 1.32 1.78 0.21
H -0.106 -0.893 1.399 1.79 0.82 -0.95 0.21
H -1.542 1.269 1.124 2.04 -0.60 -1.46 0.22
H 0.211 1.646 -0.023 -3.80 -0.44 0.79 0.17
H -1.285 0.426 -1.785 -0.13 1.19 0.28 0.36
H 0.161 -0.990 -1.714 0.47 0.48 1.31 0.17
H -0.529 -2.136 -0.709 -0.60 2.11 1.12 0.20
```
Forces are in eV/Å.

For the molar mass, the calculation gives 71.12 g/mol. The calculation puts the energy relative to the best compared isomer or geometry (same formula, charge and spin) at 3.8358 eV. Its HOMO energy is -8.79 eV. The gap between HOMO and LUMO comes out at 0.3608 hartree. The net charge is 0. The value obtained for the LUMO energy is 1.03 eV. As for the SMILES: CC1CNC1.